Formula: C70H189N7O28
Source: OMol25
Level of theory: ωB97M-V with the def2-TZVPD basis set

Properties
- Frontier orbital gap: 0.3269 Ha
- Strongest force on any atom: 3.12 eV/Å
- Energy above the lowest of the compared OMol25 structures with the same formula, charge and spin: 0.0000 eV
- Total charge: 0
- Molecular weight: 1577.30 g/mol

Last column: Mulliken charge in e.
Element x y z (Å)
H (3.534, 8.963, 0.018)  0.430
H (1.510, -4.947, -4.840)  0.468
C (-1.043, -2.685, -7.745)  -1.038
H (9.112, 0.720, -1.432)  0.357
O (-1.035, -1.180, 2.525)  0.774
O (2.487, 1.713, -0.001)  0.522
H (-3.965, -2.294, -0.724)  0.204
H (0.201, -0.409, -3.994)  -0.310
H (-3.887, 6.400, -5.399)  0.338
H (1.953, -0.404, 5.219)  0.018
H (-1.519, -6.672, 1.785)  0.175
H (-2.228, 2.365, -3.485)  -0.201
C (-4.115, 6.525, -4.341)  -0.890
H (-2.254, -1.145, -1.910)  -0.255
C (-7.270, -4.817, 8.304)  -0.734
H (1.577, -9.605, -2.334)  0.246
H (-6.685, -2.211, 8.633)  0.347
C (-5.933, 0.807, -1.486)  -0.478
H (3.734, 0.153, 2.091)  -0.439
H (-1.733, -2.755, -1.497)  -0.355
N (1.873, -0.409, -5.968)  1.016
H (-2.767, -0.075, 2.253)  -0.041
C (0.264, -11.960, -0.322)  -0.488
H (0.426, 4.236, 3.634)  -0.195
H (3.993, -4.185, 1.667)  0.372
O (3.897, -1.790, -8.695)  -0.450
H (1.544, -7.106, -1.694)  0.284
H (-2.797, -1.959, 6.259)  0.325
C (-1.042, 1.228, 2.672)  0.375
C (-0.467, -14.141, 0.212)  -0.749
C (-4.908, -5.154, 4.197)  -0.608
C (7.017, 0.173, -1.296)  -0.400
H (3.289, 6.609, -1.501)  -0.322
C (2.451, -0.598, -7.318)  -1.038
H (-7.382, -4.663, 9.377)  0.521
H (-4.295, 2.480, 6.708)  0.332
H (0.354, 4.934, 5.229)  0.831
C (0.728, -7.503, -1.091)  -0.517
H (-7.306, 3.071, -2.839)  0.339
H (-0.333, -5.004, -0.845)  0.285
H (-8.341, -8.039, 6.215)  0.383
H (-2.024, 2.498, 6.033)  0.088
C (0.441, -0.663, 6.844)  0.138
C (-3.712, -1.428, 5.996)  -0.589
C (-2.095, 4.103, -0.989)  0.643
H (-8.148, -4.375, 7.833)  0.283
C (4.873, 12.208, 0.044)  -0.795
H (-1.611, 3.126, -1.005)  -0.382
H (6.191, 1.443, -5.774)  0.464
H (5.900, 3.416, -1.695)  -0.386
O (-4.526, 0.928, -1.556)  0.402
H (4.566, 0.121, -4.690)  0.242
H (7.880, 4.343, 1.163)  0.320
H (-2.276, 4.374, 0.051)  -0.054
N (3.374, 8.516, -0.874)  -0.411
H (-2.198, -2.318, -3.152)  0.231
H (7.052, 4.728, -2.313)  0.510
C (3.711, -1.453, -7.299)  0.033
C (3.679, 7.151, -0.639)  -0.096
H (5.127, 1.883, 0.760)  -0.444
O (-1.162, 1.058, -4.677)  -0.608
H (-5.921, 0.540, -3.617)  0.306
C (2.081, 4.540, -3.627)  1.327
H (2.034, -8.882, -0.257)  0.274
H (6.329, 1.731, 2.083)  0.486
H (1.984, 7.108, 0.614)  0.685
H (1.397, 2.178, 4.698)  -0.080
H (1.282, -11.948, -2.145)  0.416
H (5.401, 2.971, -5.417)  0.352
H (-3.477, 7.726, 4.125)  0.344
H (3.268, 5.732, 3.019)  0.124
H (4.040, 0.103, -9.544)  0.291
H (7.286, -0.785, -0.850)  0.520
C (-7.351, -6.291, 7.805)  -0.663
C (4.167, 9.149, -1.926)  -0.596
H (-2.904, -6.827, 2.818)  0.286
H (2.463, -4.010, -2.834)  0.197
H (2.622, -1.313, 6.643)  0.348
C (1.323, 2.526, -0.078)  0.618
O (0.508, -13.324, -0.428)  -0.314
H (3.391, 7.321, 3.864)  0.347
H (-0.256, -2.386, 7.178)  0.359
H (4.555, -0.951, -6.826)  0.180
H (-0.127, -0.245, -6.571)  0.163
H (-4.046, -0.135, 0.180)  0.380
H (2.234, -3.885, -6.047)  0.255
H (-2.230, -0.213, 3.849)  -0.257
C (-5.006, 2.537, 4.679)  -1.079
H (-1.668, 2.095, 2.883)  0.076
H (1.852, -1.291, -5.475)  -0.670
O (0.573, -6.592, 0.008)  -0.429
H (3.197, -2.072, -1.643)  0.325
H (-3.925, 5.401, 4.075)  0.260
H (5.805, 4.889, 0.491)  0.267
H (4.057, 1.024, -1.039)  0.042
C (-5.325, 3.211, -3.344)  -0.092
C (1.198, -11.264, -1.300)  -0.614
C (2.470, -3.061, -3.369)  -1.802
O (-4.307, 5.344, -3.593)  -0.152
H (-2.795, -6.966, -0.291)  0.388
H (-5.212, 1.468, 4.644)  0.333
H (-1.837, 5.999, -2.089)  0.557
H (-4.970, -4.167, -1.902)  0.311
H (-1.104, -1.770, -8.334)  0.284
H (-6.130, -0.223, -1.189)  0.422
H (5.208, 12.295, 1.077)  0.262
C (-2.452, -2.200, -2.099)  0.296
O (0.076, -1.672, 7.727)  -0.580
H (-1.159, 6.006, 2.797)  0.051
O (-5.454, -4.768, 1.861)  -0.600
H (-0.576, 3.469, 5.005)  -0.902
H (-3.321, 7.104, -3.868)  0.207
H (4.894, 11.177, -2.286)  0.481
H (-0.287, 1.237, 3.459)  -0.786
H (5.272, 4.947, -1.940)  0.019
H (6.187, -0.054, -1.965)  0.033
H (-5.916, 3.071, 4.953)  0.423
H (-0.348, -0.556, 6.099)  -0.190
H (4.869, -1.287, -10.409)  0.297
H (-2.819, 0.892, -0.413)  -0.093
O (3.170, 1.672, -4.697)  0.167
C (-5.504, -5.735, 2.902)  -0.218
O (-2.683, 2.392, 5.343)  -0.362
H (0.357, -9.088, 0.252)  0.365
C (-5.430, 4.575, -4.015)  -0.751
H (-3.583, -0.354, 6.131)  0.191
C (-4.639, -2.109, 8.104)  -0.562
H (2.908, 5.574, 0.620)  0.362
H (-2.332, 4.753, 2.487)  -0.198
O (-3.134, -5.140, 0.534)  -0.680
H (-1.055, -3.508, -8.460)  0.375
H (1.480, -2.020, 5.513)  0.199
C (3.078, 6.803, 2.957)  -0.619
C (0.330, 3.987, 4.691)  0.553
C (1.002, -8.910, -0.608)  -0.668
H (2.523, -0.912, -2.729)  -0.243
H (-5.165, -6.711, 2.555)  0.262
H (2.022, 7.043, 2.835)  0.310
N (-6.636, 2.530, -3.367)  -0.337
H (4.892, 1.506, -3.649)  -0.199
O (4.669, 10.836, -0.314)  -0.297
C (2.728, -2.739, 1.628)  0.253
H (5.353, -0.469, 1.783)  0.561
H (4.853, 2.462, 2.427)  0.333
N (-5.993, -4.132, 8.044)  -0.298
O (-7.304, -6.220, 6.416)  -0.205
O (1.097, -2.006, -1.658)  0.130
H (5.460, -0.771, 3.600)  0.395
C (1.745, -1.099, 6.033)  -0.533
C (4.794, 0.318, 2.288)  0.201
H (-6.681, -8.068, 5.842)  0.338
O (8.323, -0.038, -3.243)  -0.560
C (-1.846, -0.085, 2.837)  -0.372
C (-3.899, 0.844, -0.277)  -1.228
H (-4.622, -4.975, 1.428)  0.602
C (2.038, -2.000, 2.758)  -0.552
H (-7.782, -7.250, 4.684)  0.209
C (0.784, -0.932, -0.801)  1.053
H (1.664, -1.044, 2.391)  -0.117
H (-4.538, 2.594, -3.777)  0.054
H (1.843, 5.570, -5.438)  0.450
H (-2.474, -8.192, 1.688)  0.386
H (-6.094, -3.856, 7.077)  0.087
H (-1.476, -13.960, -0.159)  0.324
H (-1.942, -2.673, -7.128)  0.366
H (-5.030, 7.115, -4.294)  0.368
H (0.156, 6.360, -1.284)  0.226
H (-6.298, 5.100, -3.616)  0.329
H (-0.161, -7.448, -1.718)  0.326
C (2.361, -1.911, -2.323)  0.170
H (-2.687, 0.656, -3.324)  0.021
H (-0.784, -11.805, -0.578)  0.356
H (0.547, -0.059, -1.408)  -0.209
H (4.721, 1.996, -6.650)  0.263
H (1.424, -4.845, -0.967)  0.187
C (-3.961, 2.922, 5.769)  -0.370
C (1.519, 3.151, 5.172)  -0.255
C (-2.228, 5.794, 2.791)  -0.307
H (3.421, -3.040, -3.901)  0.517
H (0.559, 5.987, -4.244)  0.273
C (8.227, 0.755, -2.068)  -0.279
H (-2.738, 6.458, 2.094)  0.557
H (-0.246, -15.183, -0.019)  0.257
H (0.645, 0.319, 7.270)  0.300
C (-2.514, -7.114, 1.841)  -1.088
H (-3.888, -4.835, 3.983)  0.112
H (0.837, 1.255, -4.079)  -0.401
C (-5.804, -2.846, 8.733)  -0.609
H (0.551, -4.630, 0.595)  -0.269
H (-4.282, -6.925, 0.412)  0.425
C (6.609, 4.892, -0.245)  -0.489
C (0.472, 2.522, 1.234)  -0.681
H (3.447, 3.195, 5.138)  0.277
C (5.220, 1.929, -5.683)  -1.789
H (-7.496, 0.734, -2.977)  0.499
H (5.184, 8.758, -1.873)  0.273
H (-6.522, -6.881, 8.197)  0.333
O (-4.038, -3.957, -1.989)  -0.610
H (-3.063, 4.016, -1.483)  -0.461
H (2.741, -1.702, 3.535)  0.338
H (-4.196, 1.681, 0.355)  0.739
H (4.030, 12.858, -0.188)  0.297
H (-8.239, -6.825, 8.142)  0.476
H (-5.053, 3.307, -2.293)  0.109
C (0.610, -5.198, -0.334)  0.016
H (-3.943, -1.555, 4.938)  0.258
N (0.865, -9.880, -1.674)  -0.318
O (3.455, 4.284, -3.738)  -0.480
H (6.657, 0.828, -0.503)  -0.103
C (-1.246, 5.147, -1.754)  0.002
H (8.839, 0.395, -3.928)  0.306
H (6.950, 5.927, -0.218)  0.475
H (2.181, -11.273, -0.830)  0.309
C (4.176, 10.671, -1.640)  -0.658
H (0.442, -11.635, 0.703)  0.315
H (-0.129, -1.235, -0.288)  -0.429
H (-2.206, -2.627, 3.516)  0.144
C (2.978, 6.662, 0.614)  -0.916
C (-3.875, -2.588, -1.769)  -0.295
H (-5.482, -4.318, 4.597)  0.184
H (2.794, 1.582, -2.102)  -0.413
H (4.752, 6.998, -0.526)  0.547
H (-1.037, -3.223, 2.323)  0.101
C (-1.852, 1.342, -3.471)  0.843
H (1.962, 4.678, -2.552)  -0.424
H (-4.607, -1.142, 8.605)  0.338
H (2.198, 6.657, -4.070)  0.179
C (-7.566, -7.441, 5.735)  -0.845
O (3.146, -4.001, 2.081)  -0.591
C (6.211, 4.461, -1.673)  -0.032
H (0.688, 1.203, -6.582)  0.362
H (3.845, 2.772, -1.216)  0.016
H (1.265, -2.660, 3.152)  0.400
H (-3.680, -2.597, 8.278)  0.375
H (1.619, -0.786, -0.116)  -0.128
H (-3.889, 3.998, 5.932)  0.453
H (-2.393, 5.163, 4.822)  -0.158
H (3.889, 8.961, -2.963)  0.334
C (-6.486, 1.134, -2.898)  -1.166
H (3.450, 3.327, -3.806)  0.052
C (3.322, 1.816, -1.177)  0.454
O (5.092, 0.113, 3.652)  -0.562
H (-6.574, -5.865, 3.061)  0.193
H (3.539, -2.113, 1.258)  0.272
H (2.062, -2.927, 0.785)  -0.390
H (8.084, 1.816, -2.275)  0.157
H (-0.729, -3.904, -5.496)  0.399
H (-2.581, -2.510, 1.831)  0.240
C (0.181, 0.526, -4.554)  1.576
C (-2.932, 5.842, 4.161)  -0.009
C (5.274, 1.662, 1.817)  -0.496
H (-0.086, 3.443, 1.403)  0.361
H (-3.206, -4.890, -0.391)  0.146
O (-4.817, -1.901, 6.766)  -0.356
H (0.143, -4.868, -6.682)  0.419
H (-6.408, 1.543, -0.837)  0.363
O (0.150, -2.841, -7.039)  -0.032
H (1.735, -1.022, -8.022)  0.338
O (2.731, 3.689, 4.734)  -0.439
H (0.654, 2.225, -0.884)  -0.894
C (0.618, 0.293, -5.985)  -1.271
H (-0.855, 4.597, -2.610)  -0.169
C (0.147, -3.920, -6.144)  -0.737
H (3.159, 11.065, -1.643)  0.346
C (-3.273, -6.558, 0.600)  -0.320
O (-2.944, 7.135, 4.662)  -0.572
H (1.541, 3.544, -0.401)  -0.391
C (1.422, -3.975, -5.326)  -0.838
H (3.548, -2.421, -6.826)  -0.104
O (7.691, 4.106, 0.252)  -0.580
C (4.474, 1.204, -4.610)  0.661
H (-4.589, -1.998, -2.344)  0.296
H (0.130, 0.599, 1.191)  -1.402
H (-4.677, 2.848, 3.687)  0.128
H (5.551, -0.623, -9.011)  0.299
C (1.621, 5.791, -4.394)  -1.410
H (5.727, 12.583, -0.521)  0.299
H (-5.658, -2.953, 9.808)  0.401
H (1.226, 2.406, 2.013)  0.093
C (-1.757, -2.435, 2.541)  -0.831
H (-4.816, -5.944, 4.942)  0.364
H (0.659, -2.814, -3.831)  -0.712
H (-0.503, -13.944, 1.284)  0.295
H (2.764, 0.364, -7.723)  0.565
H (1.410, 3.028, 6.250)  0.430
H (1.472, 3.671, -3.877)  0.036
H (-1.175, 1.245, -2.622)  -0.373
N (1.494, -2.869, -4.396)  1.394
O (-0.187, 5.549, -0.901)  -0.371
H (2.653, 1.017, -5.173)  0.032
C (4.580, -0.840, -9.458)  -0.696
H (-5.440, 4.557, -5.105)  0.398
O (3.697, 7.213, 1.765)  -0.493
N (-0.436, 1.420, 1.352)  1.988